Record 1
This record from the OMol25 dataset describes C32H22NO2PPt as an isolated structure at a distorted geometry. The level of theory is wB97M-V/def2-TZVPD.

Cartesian coordinates (Å):
Pt  1.08046  -0.36605  -0.36949
O  3.74219  2.42709  -1.42247
C  2.88293  1.60572  -1.41867
O  2.46561  1.04494  -0.25745
C  2.16548  1.10565  -2.63856
C  2.48869  1.57326  -3.90676
C  1.78045  1.07992  -4.97271
C  0.76474  0.12573  -4.76810
C  0.01566  -0.41381  -5.84392
C  -0.94747  -1.34912  -5.60913
C  -1.20316  -1.78622  -4.28958
C  -0.50493  -1.28256  -3.22877
C  0.49258  -0.31279  -3.45088
N  1.21309  0.20696  -2.40685
H  3.27828  2.30507  -4.00415
H  1.99327  1.41502  -5.98030
H  0.22602  -0.07131  -6.84871
H  -1.51651  -1.76416  -6.42916
H  -1.96325  -2.53737  -4.11987
H  -0.70367  -1.63150  -2.22293
C  -4.80367  0.93095  -0.09234
C  -4.20213  1.77744  0.82827
C  -2.87088  1.60403  1.17449
C  -2.15724  0.55046  0.59667
C  -2.76131  -0.30104  -0.33281
C  -4.08593  -0.10721  -0.67665
P  -0.50404  0.22042  1.15043
C  0.22283  1.67484  1.89762
C  0.18132  2.87000  1.17185
C  0.81849  3.99172  1.66843
C  1.49114  3.92545  2.88361
C  1.52186  2.74257  3.60846
C  0.89320  1.60912  3.11659
C  -0.46961  -1.09140  2.38463
C  -1.34698  -1.34107  3.41919
C  -1.07514  -2.40566  4.29239
C  0.03909  -3.19943  4.12208
C  0.91776  -2.97809  3.04115
C  2.04557  -3.77933  2.75187
C  2.83341  -3.54457  1.62657
C  2.51954  -2.52904  0.74126
C  1.40713  -1.68809  0.98405
C  0.62928  -1.91531  2.16506
H  -5.84114  1.08179  -0.35930
H  -4.76802  2.58297  1.27595
H  -2.40490  2.27347  1.88487
H  -2.19888  -1.11054  -0.78364
H  -4.55974  -0.75859  -1.39791
H  -0.34531  2.92615  0.22532
H  0.79171  4.91813  1.11132
H  1.99521  4.80248  3.26666
H  2.03442  2.70213  4.55965
H  0.92810  0.68932  3.68622
H  -2.22166  -0.71985  3.56833
H  -1.75277  -2.60535  5.11100
H  0.23079  -4.01543  4.80748
H  2.29234  -4.60574  3.40795
H  3.69213  -4.17528  1.44216
H  3.13356  -2.37692  -0.14045

Cartesian forces, eV/Å:
0.069 -0.260 -0.622
0.034 0.044 -0.177
-0.133 -0.080 0.490
-0.051 0.175 -0.280
-0.097 -0.052 -0.010
0.026 0.025 0.019
-0.006 0.005 0.037
0.008 0.007 -0.102
-0.021 -0.023 0.041
0.012 0.016 0.011
-0.024 -0.024 0.007
0.002 0.003 -0.062
0.008 -0.022 0.072
0.032 0.227 0.000
-0.004 -0.003 -0.010
0.006 0.004 0.003
0.005 -0.002 0.001
-0.003 -0.005 0.006
-0.002 -0.001 -0.011
0.063 -0.003 -0.027
-0.015 -0.009 -0.007
0.007 0.041 0.015
-0.075 -0.034 -0.026
0.113 -0.066 -0.330
-0.026 -0.026 0.012
0.028 0.018 0.003
0.376 0.512 0.929
-0.336 0.033 -0.191
0.037 0.059 0.014
-0.014 -0.005 -0.026
0.011 -0.008 0.002
-0.016 -0.011 -0.008
0.068 -0.025 0.050
-0.139 -0.166 -0.205
0.132 0.183 0.030
-0.014 -0.032 0.035
-0.032 -0.005 0.013
-0.043 0.044 -0.058
0.054 -0.021 -0.062
-0.024 -0.152 0.076
-0.139 0.205 -0.024
0.242 -0.548 0.328
-0.119 -0.013 -0.064
0.002 0.000 -0.001
-0.002 -0.001 -0.005
0.014 -0.023 0.002
-0.041 0.015 0.064
-0.009 -0.004 0.007
0.003 -0.015 0.003
0.007 -0.001 0.001
-0.017 0.006 0.006
0.010 -0.007 -0.007
-0.008 -0.001 -0.010
-0.010 -0.024 0.024
-0.007 0.006 -0.005
0.010 0.000 -0.005
0.011 0.030 0.029
-0.010 0.001 -0.036
0.046 0.009 0.038

## Properties
energy relative to the best compared isomer or geometry (same formula, charge and spin)	4.9	kcal/mol
net charge	+2
LUMO level (alpha / beta)	-8.445 / -9.302	eV
frontier orbital gap (alpha / beta)	6.215 / 5.289	eV
HOMO level (alpha / beta)	-14.66 / -14.59	eV

List of Mulliken charges in e, atom by atom: 1.35 -0.53 0.33 -0.68 0.71 -0.85 -0.44 1.07 -0.85 -0.68 -0.72 -0.67 0.70 -0.18 0.53 0.49 0.43 0.42 0.46 0.28 -0.52 -0.78 -0.40 0.95 -0.26 -0.83 0.97 0.44 -0.31 -0.86 -0.54 -0.76 -0.52 -0.04 -0.39 -0.89 -0.76 0.34 -0.57 -1.04 -0.68 -0.22 1.36 0.43 0.45 0.45 0.25 0.44 0.53 0.45 0.44 0.45 0.35 0.57 0.45 0.46 0.47 0.45 0.50


Record 2
This record from the OMol25 dataset describes C6H25AgMnN10O10 as an isolated structure at a distorted geometry. The level of theory is wB97M-V/def2-TZVPD.

Cartesian coordinates (Å):
Mn  2.07291  -2.12107  -3.43263
Ag  2.46852  2.59337  -1.19010
O  -0.85271  -0.51189  -1.21834
C  0.53955  -0.39735  -1.29700
O  1.25346  -1.32489  -1.60964
O  1.01162  0.71772  -1.20381
H  -1.18315  0.37004  -1.03226
O  -2.37708  -0.71494  -3.90127
H  -1.54716  -0.72890  -3.42455
H  -2.62986  -1.63560  -3.97002
O  0.61683  -3.75109  -3.10119
H  -0.17077  -3.99301  -3.58842
H  1.00027  -4.58666  -2.83465
C  0.10203  3.19700  1.42839
O  0.92199  3.16246  0.55327
N  -1.04613  2.61980  1.39129
N  0.32216  3.69097  2.56364
H  -1.67505  2.72572  2.17446
H  -1.20760  2.27903  0.45433
H  1.13448  4.26748  2.73057
H  -0.43636  3.60701  3.22524
C  4.40726  0.58213  0.37616
O  3.66814  1.52493  0.34929
N  3.97478  -0.67635  0.33799
N  5.71227  0.66273  0.48495
H  4.65439  -1.40643  0.49678
H  3.01649  -0.85987  0.59895
H  6.05878  1.58404  0.71126
H  6.13644  0.19410  -0.30281
C  -3.69029  2.50769  -1.70865
O  -2.55634  2.80158  -1.91245
N  -4.28109  1.58942  -2.39483
N  -4.46511  2.98592  -0.81950
H  -5.10239  1.15775  -1.99580
H  -3.55169  1.05199  -2.84119
H  -4.03960  3.69593  -0.24077
H  -5.41840  2.67593  -0.69600
C  -1.53457  -3.47928  0.81752
O  -2.22962  -4.33179  1.42158
N  -0.30344  -3.50811  0.38383
N  -1.99887  -2.35284  0.37742
H  0.32675  -4.25258  0.64602
H  0.06950  -2.82866  -0.26375
H  -1.48134  -1.71393  -0.20916
H  -2.97655  -2.10363  0.42354
C  1.22750  -0.94164  2.59196
O  1.85602  -1.70393  1.82359
N  0.07889  -0.43408  2.30491
N  1.52015  -0.51521  3.77455
H  -0.48478  0.05061  2.98861
H  -0.25283  -0.75154  1.40532
H  2.32764  -0.94418  4.20358
H  1.01398  0.27414  4.14980

Cartesian forces, eV/Å:
-1.177 0.181 2.002
-0.033 0.476 0.464
0.798 -1.256 -0.160
-0.260 6.010 -0.219
1.656 -6.440 -2.742
-1.387 0.777 0.558
0.194 0.459 0.113
0.020 0.419 0.236
0.178 0.055 0.182
-0.416 -0.286 -0.231
0.988 0.916 -0.151
-0.549 -0.073 -0.566
0.262 -0.789 0.244
2.201 -0.169 -0.910
1.618 0.080 -3.181
-4.126 -2.543 -1.884
1.209 2.756 5.450
-0.500 -0.328 -0.870
-0.993 -0.155 0.540
-0.188 -0.091 0.272
0.808 0.778 0.517
-0.303 -1.573 0.289
-2.227 2.589 0.330
-0.678 -1.660 -0.987
2.945 0.633 -0.258
-0.255 0.103 0.418
0.005 -0.206 0.102
0.242 0.024 -0.412
0.932 -0.026 0.464
-5.138 0.446 1.007
6.026 1.033 -0.692
0.508 -3.248 -2.940
-0.288 2.941 3.373
0.035 -0.535 -0.242
-0.758 -1.182 -1.426
-0.806 0.334 0.417
0.021 0.326 0.177
1.767 2.437 -2.479
-0.459 -1.361 1.086
2.946 -3.644 0.829
-4.740 2.387 0.346
0.110 0.022 0.190
-0.105 0.012 0.313
0.320 -0.245 -0.012
-0.149 -0.365 0.355
1.719 -1.502 -0.785
-0.572 0.335 0.482
-4.371 0.889 -3.492
3.105 -0.268 3.013
-0.168 -0.318 -0.596
-0.631 0.626 0.455
-0.019 0.630 0.540
0.685 -0.408 0.470

## Properties
expectation value of S²	15.765
net charge	+4
spin multiplicity	8
LUMO level (alpha / beta)	-14.397 / -16.114	eV
frontier orbital gap (alpha / beta)	4.480 / 2.760	eV
HOMO level (alpha / beta)	-18.88 / -18.87	eV

List of Mulliken charges in e, atom by atom: 1.31 0.74 -0.37 0.11 -0.16 -0.12 0.06 -0.63 0.21 0.34 -0.50 0.31 0.36 0.65 -0.44 -0.31 -0.36 0.22 -0.04 0.27 0.14 0.62 -0.65 -0.20 -0.48 0.26 0.07 0.28 0.24 0.79 -0.20 -0.21 -0.33 0.28 0.20 0.26 0.21 0.76 -0.14 -0.06 -0.09 0.25 -0.08 0.10 0.23 0.83 -0.76 -0.18 -0.40 0.20 -0.02 0.28 0.15


Record 3
This record from the OMol25 dataset describes a 7-piece molecular cluster, C14H42O7 overall at a distorted geometry. The level of theory is wB97M-V/def2-TZVPD.

Cartesian coordinates (Å):
C  -18.06385  -11.16308  4.06593
C  -18.94115  -11.14402  5.25520
O  -18.24841  -11.86444  6.32219
H  -17.21124  -10.53768  4.42346
H  -18.53308  -10.64304  3.22464
H  -17.78915  -12.17381  3.72871
H  -19.89112  -11.67424  5.19635
H  -19.24769  -10.15068  5.52926
H  -18.80859  -11.80380  7.11081
C  -14.78761  -3.00298  -0.08533
C  -13.82928  -4.06951  -0.50702
O  -12.60340  -3.53671  -0.89505
H  -14.97931  -2.35458  -0.92869
H  -14.46262  -2.34592  0.73872
H  -15.71523  -3.47256  0.21598
H  -14.29856  -4.58378  -1.32123
H  -13.71063  -4.77148  0.33629
H  -12.02047  -4.30487  -1.00097
C  -19.60429  -6.72917  0.71501
C  -18.28066  -6.51862  -0.04998
O  -17.25755  -6.24633  0.93942
H  -19.77644  -6.01598  1.54006
H  -19.60126  -7.74286  1.08144
H  -20.45255  -6.60103  0.06808
H  -18.33567  -5.73468  -0.77966
H  -18.05204  -7.40100  -0.64568
H  -17.26301  -5.31827  1.20386
C  -14.60424  -9.92463  1.78190
C  -15.62797  -8.78348  1.81328
O  -15.46674  -8.00991  0.58211
H  -13.60894  -9.52541  1.69092
H  -14.76706  -10.69240  1.03395
H  -14.59632  -10.45135  2.75347
H  -15.47881  -8.25953  2.75613
H  -16.62443  -9.14679  1.73564
H  -15.99848  -7.18099  0.56366
C  -13.68177  -8.25189  -3.07600
C  -13.87380  -9.46923  -2.15612
O  -15.19035  -9.60805  -1.72351
H  -13.80381  -7.27863  -2.59592
H  -14.35420  -8.30706  -3.93372
H  -12.63951  -8.29619  -3.44265
H  -13.14192  -9.44557  -1.33505
H  -13.66149  -10.36146  -2.76098
H  -15.42744  -9.04293  -0.96008
C  -10.95050  -6.86929  1.70906
C  -11.32414  -7.17261  0.25956
O  -11.05705  -6.01030  -0.57447
H  -11.06210  -7.81337  2.29517
H  -11.56372  -6.09290  2.13334
H  -9.92798  -6.52488  1.69630
H  -12.38360  -7.41682  0.13201
H  -10.85213  -8.07037  -0.07443
H  -10.12574  -5.73028  -0.43003
C  -15.79171  -12.70626  -0.93772
C  -17.02290  -11.99895  -0.42768
O  -17.64888  -12.60676  0.66168
H  -15.43312  -12.20444  -1.84022
H  -15.95388  -13.76437  -1.22582
H  -14.97760  -12.64028  -0.22976
H  -17.79462  -12.01853  -1.24658
H  -16.79580  -10.95358  -0.18919
H  -17.39370  -13.52485  0.68324

Cartesian forces, eV/Å:
0.591 0.767 -0.248
-0.989 -1.856 1.384
-0.238 0.923 -0.005
-0.031 -0.765 -0.813
0.065 -0.071 0.081
0.112 0.472 0.318
-0.194 -0.164 -0.850
0.412 0.788 0.369
0.292 -0.083 -0.267
-0.017 0.908 0.325
-0.193 -0.211 1.211
0.655 0.055 -0.186
-0.233 0.255 -0.262
0.185 -0.473 -0.213
-0.363 -0.062 0.032
-0.265 -0.690 -0.643
0.095 -0.075 -0.242
0.093 0.190 0.036
0.417 0.391 -0.334
-0.970 0.335 1.267
-0.088 0.026 -0.643
0.481 -0.292 -0.286
-0.184 -0.252 0.423
-0.427 -0.134 -0.518
-0.042 0.788 -0.189
0.485 -0.217 0.483
-0.194 -0.151 -0.229
-0.447 -0.162 1.002
0.859 -0.248 -1.574
0.903 -0.237 0.492
0.454 0.284 -0.306
-0.148 0.186 -0.351
-0.235 0.214 -0.271
-0.089 0.662 -0.259
-0.939 -0.590 0.578
0.204 -0.637 0.658
0.809 -0.360 -0.008
0.234 0.606 -0.609
-0.981 -0.273 0.396
-0.128 -0.167 0.224
0.001 -0.036 0.074
-0.372 0.159 -0.042
-0.190 0.019 0.032
0.056 0.075 0.197
0.641 0.091 -0.184
-0.442 -1.302 -0.504
-0.800 1.213 0.346
0.711 -0.556 0.253
0.271 0.816 -0.192
-0.318 0.252 0.134
0.501 -0.066 0.380
-0.064 0.494 0.137
0.981 -0.418 -0.519
-0.899 -0.390 -0.110
0.286 -0.166 -0.553
-0.937 0.054 -1.876
-0.078 0.003 1.252
-0.138 0.061 0.082
-0.145 0.438 0.367
0.249 -0.189 0.356
0.744 0.437 0.326
-0.067 -0.254 0.026
0.054 -0.416 0.042

## Properties
SMILES	CCO.CCO.CCO.CCO.CCO.CCO.CCO
energy relative to the best compared isomer or geometry (same formula, charge and spin)	49.1	kcal/mol
LUMO level	0.472	eV
frontier orbital gap	10.066	eV
HOMO level	-9.59	eV

List of Mulliken charges in e, atom by atom: -0.71 -0.44 -0.53 0.19 0.27 0.27 0.34 0.32 0.29 -1.21 0.33 -0.58 0.36 0.34 0.18 0.11 0.08 0.41 -1.09 -0.08 -0.57 0.28 0.24 0.38 0.38 0.18 0.23 -0.61 -0.13 -0.53 0.19 -0.16 0.41 0.42 0.16 0.34 -0.97 -0.15 -0.38 0.06 0.35 0.37 0.17 0.36 0.18 -1.18 0.24 -0.53 0.33 0.28 0.45 -0.20 0.33 0.27 -1.11 0.34 -0.49 0.16 0.45 0.31 0.26 -0.25 0.29